(1)
Density functional theory data (ωB97M-V/def2-TZVPD) for C26H20Br2N4OS2V as an isolated structure in a non-equilibrium geometry.

```
56
C26H20Br2N4OS2V (ωB97M-V/def2-TZVPD)
V 0.138 0.644 0.057
C 1.858 -1.103 -4.697
C 2.128 -1.214 -3.227
C 3.250 -1.851 -2.718
C 3.347 -2.066 -1.357
C 2.347 -1.581 -0.536
Br 2.410 -2.037 1.295
N 1.333 -0.841 -0.981
C 1.211 -0.734 -2.310
H 2.723 -1.423 -5.279
H 1.601 -0.082 -4.984
H 1.020 -1.752 -4.956
H 4.009 -2.242 -3.384
H 4.153 -2.641 -0.929
H 0.325 -0.203 -2.642
S -0.806 2.898 0.598
C -1.761 3.327 -0.798
C -2.125 4.661 -0.976
C -2.877 5.089 -2.067
C -3.211 6.465 -2.200
N -3.471 7.585 -2.289
C -3.288 4.138 -3.024
C -2.935 2.805 -2.851
C -2.176 2.366 -1.759
S -1.829 0.680 -1.611
C -4.055 4.526 -4.160
N -4.669 4.834 -5.085
H -1.806 5.386 -0.239
H -3.252 2.075 -3.583
C -2.178 -2.082 2.309
C -1.839 -1.773 3.637
C -0.847 -0.834 3.845
C -0.221 -0.202 2.777
N -0.617 -0.455 1.477
C -1.560 -1.417 1.286
C 0.924 0.694 2.867
C 1.539 1.050 4.074
C 2.683 1.825 4.068
C 3.218 2.256 2.854
C 2.585 1.923 1.665
C 1.428 1.139 1.623
H -2.913 -2.841 2.077
H -2.321 -2.271 4.468
H -0.529 -0.594 4.851
H -1.800 -1.631 0.252
H 1.132 0.712 5.022
H 3.163 2.094 5.003
H 4.121 2.859 2.844
H 3.011 2.291 0.734
C 2.120 2.528 -2.349
O 1.282 2.122 -1.290
H 3.004 3.056 -1.975
H 1.587 3.171 -3.055
H 2.449 1.629 -2.871
H 0.929 2.879 -0.779
Br 0.644 -4.357 -2.167
```

## Properties
**Orbital gap (spin up / spin down)**: 6.636 / 4.346 eV
**Total charge**: -2
**Expectation value of S²**: 1.186
**Strongest force on any atom**: 0.0311 Eh/bohr
**Multiplicity**: 2
**Molar mass**: 679.4 g mol⁻¹
**E_LUMO (spin up / spin down)**: 4.27 / 4.27 eV

These are the natural (NBO) partial charges, in e, on atoms 1 to 4: atom 1 (V): 1.0704, atom 2 (C): -0.6284, atom 3 (C): -0.0475, atom 4 (C): -0.1160

(2)
Density functional theory data (ωB97M-V/def2-TZVPD) for H2NaS2 as an isolated structure.

```
5
H2NaS2 (ωB97M-V/def2-TZVPD)
S 1.015 -0.339 -0.711
S -0.731 -1.050 0.117
H 0.876 -0.880 -1.940
H -0.246 -2.204 0.621
Na -0.913 4.473 1.912
```

## Properties
**Orbital gap**: 6.486 eV
**Total charge**: +1
**Strongest force on any atom**: 0.0039 Eh/bohr
**Molar mass**: 89.1 g mol⁻¹
**E_LUMO**: -5.71 eV

These are the natural (NBO) partial charges, in e, on atoms 1 to 4: atom 1 (S): -0.1428, atom 2 (S): -0.1428, atom 3 (H): 0.1433, atom 4 (H): 0.1433

(3)
Density functional theory data (ωB97M-V/def2-TZVPD) for a single C9H6Cl2FNOS molecule in a non-equilibrium geometry.

```
21
C9H6Cl2FNOS (ωB97M-V/def2-TZVPD)
O -2.535 -1.235 -2.212
C -2.268 -0.657 -1.202
N -3.044 0.305 -0.591
F -4.254 0.637 -1.152
C -2.645 0.838 0.587
S -3.353 1.966 1.480
C -1.231 0.043 0.910
C -0.166 1.011 1.273
C 0.853 1.288 0.460
C 0.985 0.642 -0.826
C 0.149 -0.319 -1.212
C -0.998 -0.793 -0.354
C -0.799 -2.280 -0.039
Cl -2.244 -2.936 0.779
Cl 0.627 -2.483 0.995
H -1.474 -0.592 1.766
H -0.274 1.486 2.235
H 1.622 1.984 0.756
H 1.795 0.946 -1.470
H 0.250 -0.825 -2.159
H -0.650 -2.866 -0.948
```

## Properties
**Energy relative to the best compared isomer or geometry (same formula, charge and spin)**: 0.00 kJ/mol
**Orbital gap**: 8.765 eV
**SMILES**: O=C1N(F)C(=S)[C@@H]2C=CC=C[C@]12C(Cl)Cl
**Strongest force on any atom**: 0.0452 Eh/bohr
**Molar mass**: 266.1 g mol⁻¹
**E_LUMO**: -0.29 eV

These are the natural (NBO) partial charges, in e, on atoms 1 to 4: atom 1 (O): -0.5192, atom 2 (C): 0.6845, atom 3 (N): -0.0744, atom 4 (F): -0.1555

(4)
Density functional theory data (ωB97M-V/def2-TZVPD) for a 2-piece molecular cluster, C9H14O overall in a non-equilibrium geometry.

```
24
C9H14O (ωB97M-V/def2-TZVPD)
C -1.160 -3.167 2.100
C -1.095 -1.897 1.298
C -1.059 -0.705 2.026
C -1.135 0.566 1.472
C -1.302 0.595 0.097
O -1.426 1.821 -0.508
C -1.333 -0.566 -0.670
C -1.164 -1.822 -0.098
H -1.601 -3.003 3.082
H -0.266 -3.773 2.205
H -1.918 -3.807 1.622
H -0.928 -0.759 3.102
H -1.013 1.480 2.030
H -1.155 1.784 -1.426
H -1.543 -0.502 -1.731
H -1.024 -2.742 -0.648
C 2.278 2.497 -1.066
C 2.537 1.641 -2.364
H 1.923 3.411 -1.527
H 1.561 1.987 -0.434
H 3.200 2.566 -0.498
H 3.183 2.223 -3.017
H 2.856 0.621 -2.167
H 1.582 1.551 -2.883
```

## Properties
**Energy relative to the best compared isomer or geometry (same formula, charge and spin)**: 55.46 kJ/mol
**Orbital gap**: 9.272 eV
**SMILES**: Cc1ccc(O)cc1.CC
**Strongest force on any atom**: 0.0451 Eh/bohr
**Molar mass**: 138.2 g mol⁻¹
**E_LUMO**: 0.84 eV

These are the natural (NBO) partial charges, in e, on atoms 1 to 4: atom 1 (C): -0.6297, atom 2 (C): -0.0579, atom 3 (C): -0.1809, atom 4 (C): -0.2671

(5)
Density functional theory data (ωB97M-V/def2-TZVPD) for a single C5H9N3 molecule in a non-equilibrium geometry.

```
17
C5H9N3 (ωB97M-V/def2-TZVPD)
H -0.667 -1.793 1.418
N -1.445 -1.337 0.939
C -1.080 -0.574 0.001
C -2.103 0.160 -0.811
C 0.352 -0.413 -0.466
N 0.781 -0.549 -1.674
H 0.049 -0.827 -2.323
C 1.317 -0.377 0.633
C 1.290 1.337 0.459
N 1.910 -1.085 1.428
H 2.605 -0.677 2.053
H -1.917 1.234 -0.778
H -3.095 -0.050 -0.422
H -2.069 -0.151 -1.856
H 2.051 1.530 -0.296
H 1.630 1.662 1.442
H 0.390 1.910 0.252
```

## Properties
**Energy relative to the best compared isomer or geometry (same formula, charge and spin)**: 289.75 kJ/mol
**Orbital gap**: 9.655 eV
**SMILES**: [H]\N=C(C)/C(=N\[H])C(/C)=N/[H]
**Strongest force on any atom**: 0.1284 Eh/bohr
**Molar mass**: 111.1 g mol⁻¹
**E_LUMO**: 0.65 eV

These are the natural (NBO) partial charges, in e, on atoms 1 to 4: atom 1 (H): 0.3508, atom 2 (N): -0.5742, atom 3 (C): 0.2445, atom 4 (C): -0.6676